1.
The following is a quantum chemistry calculation of a structure of composition C15H21AgF5SSi, from the OMol25 dataset.

```
44
Properties=species:S:1:pos:R:3:lowdin_charge:R:1
Ag 0.2314 0.6772 -0.2174 0.405
C 0.0837 -1.4930 2.7588 -0.247
Si 0.0146 0.3345 2.1695 0.554
C 1.5475 1.1440 3.0684 -0.685
C 1.5254 2.6662 2.9150 -0.121
C 1.6898 0.7950 4.5531 -0.115
C 2.7977 0.6197 2.3495 -0.146
C -1.6930 0.9716 2.8697 -0.687
C -2.0294 2.3565 2.3097 -0.135
C -1.7929 1.0186 4.3963 -0.115
C -2.7600 -0.0037 2.3555 -0.144
H -0.0338 -1.6060 3.8412 0.012
H 1.0381 -1.9442 2.4784 0.008
H -0.6976 -2.0829 2.2757 0.005
H 0.7043 3.1185 3.4752 0.059
H 1.4196 2.9544 1.8655 0.060
H 2.4592 3.1024 3.2930 0.077
H 0.9029 1.2470 5.1567 0.056
H 2.6498 1.1635 4.9385 0.074
H 1.6637 -0.2845 4.7193 0.064
H 2.7557 0.8271 1.2771 0.046
H 2.9158 -0.4589 2.4800 0.065
H 3.6956 1.1029 2.7554 0.075
H -1.3415 3.1239 2.6679 0.057
H -3.0432 2.6533 2.6094 0.074
H -1.9853 2.3550 1.2174 0.053
H -1.1789 1.8188 4.8123 0.060
H -1.4777 0.0773 4.8540 0.069
H -2.8290 1.2084 4.7070 0.074
H -2.6930 -0.1265 1.2708 0.062
H -3.7627 0.3726 2.5947 0.074
H -2.6589 -0.9898 2.8143 0.063
F -0.7444 6.6631 -3.3568 0.097
C -0.3918 5.3814 -3.1707 -0.155
C -0.8682 4.3923 -4.0097 -0.155
F -1.6928 4.7224 -5.0174 0.097
C -0.5003 3.0751 -3.8108 -0.259
F -0.9996 2.1656 -4.6565 0.064
C 0.3513 2.6738 -2.7764 -0.614
S 0.8200 1.0105 -2.5730 0.449
C 0.8184 3.7081 -1.9561 -0.265
F 1.6502 3.4352 -0.9441 0.045
C 0.4581 5.0293 -2.1377 -0.154
F 0.9339 5.9828 -1.3221 0.100
```

## Properties
orbital gap = 7.32 eV
charge = -1

2.
The following is a quantum chemistry calculation of the molecule C3H5N3O, from the OMol25 dataset.

```
12
Properties=species:S:1:pos:R:3:lowdin_charge:R:1
N -0.2601 0.0914 1.9508 0.055
C -0.3495 -0.2391 0.5554 -0.458
C 0.6229 -1.2491 -0.0139 0.035
N 0.8685 -0.7253 -1.2038 0.074
C 0.3855 0.6161 -1.4613 -0.515
O 0.5781 1.2451 -2.4718 0.086
N -0.2863 0.9144 -0.3256 0.133
H -1.1832 0.3029 2.3168 0.075
H 0.0967 -0.7112 2.4579 0.072
H -1.2564 -0.8322 0.3100 0.146
H 1.3938 -1.1935 -1.9317 0.140
H -0.6505 1.8332 -0.1358 0.156
```

## Properties
orbital gap = 9.70 eV
energy above the lowest of the compared OMol25 structures with the same formula, charge and spin = 1.9417 eV
charge = 0

3.
The following is a quantum chemistry calculation of a cluster of 25 separate species, C50H150O25 in total in a non-equilibrium geometry, from the OMol25 dataset.

```
225
Properties=species:S:1:pos:R:3:lowdin_charge:R:1
C -8.6150 -1.4262 4.5622 -0.082
C -7.7773 -0.4163 3.7509 -0.314
O -7.2330 0.5140 4.6793 -0.094
H -9.2285 -2.0546 3.9467 0.057
H -9.3102 -0.9076 5.2037 0.065
H -7.9785 -2.0505 5.1779 0.066
H -8.3811 0.0287 2.9689 0.099
H -7.0071 -0.9131 3.1543 0.090
H -6.4344 0.9410 4.2982 0.054
C -3.1441 -1.5111 -3.7646 -0.052
C -2.7509 -0.0350 -3.8404 -0.288
O -3.7868 0.7737 -3.3163 -0.079
H -2.5556 -2.1100 -4.4945 0.055
H -4.1717 -1.7490 -3.9405 0.069
H -2.9826 -1.9098 -2.7471 0.059
H -2.6239 0.2458 -4.8821 0.105
H -1.8325 0.1284 -3.3440 0.084
H -3.5494 1.0036 -2.4096 0.052
C -2.2608 -4.2276 -7.2176 -0.078
C -1.2032 -3.9221 -6.1688 -0.301
O -0.0556 -4.7464 -6.4388 -0.117
H -3.1926 -3.7078 -6.9956 0.076
H -2.3871 -5.3380 -7.1664 0.094
H -1.9169 -3.9883 -8.2333 0.082
H -1.5019 -4.2110 -5.1257 0.124
H -0.8999 -2.8506 -6.1897 0.121
H 0.0694 -4.9568 -7.3872 0.119
C 6.4465 -2.2577 2.1396 -0.091
C 5.0777 -1.9069 2.6513 -0.329
O 4.3426 -3.0009 3.1464 -0.100
H 7.1811 -1.3985 2.0020 0.096
H 6.3806 -2.7780 1.1734 0.069
H 6.9189 -2.9465 2.8308 0.068
H 4.5045 -1.4827 1.7934 0.116
H 5.1221 -1.1590 3.4957 0.128
H 4.0503 -3.4742 2.3575 0.039
C 5.6447 -0.0988 -4.3961 -0.064
C 6.3663 -1.4903 -4.5024 -0.288
O 7.7869 -1.4787 -4.3093 -0.086
H 5.6118 0.4291 -5.3684 0.081
H 6.0822 0.4624 -3.6366 0.042
H 4.6353 -0.2559 -4.0551 0.040
H 6.0030 -1.9286 -5.3988 0.085
H 6.0795 -2.1341 -3.6812 0.103
H 8.1731 -0.9225 -5.0104 0.087
C -5.7539 4.2619 5.0514 -0.079
C -5.3090 3.9412 3.6408 -0.279
O -5.3559 2.4778 3.4213 -0.143
H -6.7712 3.9368 5.2467 0.073
H -5.6221 5.3207 5.2522 0.070
H -5.1061 3.5916 5.7265 0.086
H -4.2984 4.2295 3.4044 0.089
H -5.9597 4.4105 2.9142 0.106
H -4.4371 2.1707 3.7130 0.065
C 4.4804 4.4790 -1.0316 -0.061
C 3.4111 4.5220 0.0417 -0.292
O 3.1589 3.1746 0.3896 -0.124
H 5.1280 3.7889 -0.5906 0.041
H 4.8734 5.5106 -1.2374 0.097
H 4.1236 4.0999 -2.0405 0.088
H 2.4993 4.9492 -0.3205 0.092
H 3.7017 5.0978 0.9123 0.115
H 2.6951 2.8222 -0.3985 0.075
C 0.9992 1.0652 -4.1094 -0.080
C 2.1637 1.5905 -3.3651 -0.235
O 1.6708 2.4209 -2.2568 -0.124
H 0.3454 0.5365 -3.4120 0.051
H 1.3255 0.4820 -4.9822 0.071
H 0.3614 1.9498 -4.3996 0.099
H 2.6229 2.2659 -4.0886 0.106
H 2.8679 0.8272 -2.9431 0.119
H 0.9480 2.0332 -1.7824 0.025
C -0.4287 4.3717 3.4293 -0.039
C 0.5414 3.2947 2.8720 -0.274
O -0.0649 2.0125 3.0358 -0.113
H -0.7738 3.9720 4.4250 0.077
H -1.2546 4.2812 2.7616 0.051
H 0.0431 5.3061 3.5363 0.058
H 1.5285 3.4172 3.3797 0.116
H 0.7558 3.3646 1.7881 0.104
H 0.6025 1.3540 3.2242 0.053
C -1.8352 4.3910 -4.5325 -0.091
C -2.9514 3.8225 -5.4397 -0.331
O -2.9287 2.4191 -5.4533 -0.115
H -0.8706 3.9107 -4.8065 0.050
H -2.0239 4.2354 -3.4905 0.051
H -1.6186 5.5088 -4.7857 0.106
H -2.7168 4.0588 -6.4791 0.102
H -3.9451 4.3031 -5.1546 0.126
H -3.3396 2.0615 -4.6256 0.055
C -3.0578 -6.6861 3.7588 -0.104
C -3.4361 -5.9379 2.5686 -0.335
O -2.4462 -5.1067 1.9788 -0.085
H -2.5119 -6.1200 4.4903 0.055
H -2.4025 -7.5149 3.4462 0.087
H -3.9350 -7.1742 4.2112 0.093
H -4.3307 -5.3505 2.8545 0.120
H -3.6425 -6.6786 1.8306 0.109
H -1.8671 -4.6137 2.5540 0.019
C -2.5083 0.6273 6.3799 -0.074
C -2.4167 1.9253 5.5790 -0.293
O -2.6484 1.7339 4.1698 -0.124
H -1.6821 -0.0281 5.9364 0.079
H -3.4390 0.0243 6.1051 0.084
H -2.3797 0.7894 7.4584 0.076
H -1.3623 2.3306 5.7101 0.101
H -3.1227 2.6723 5.8729 0.082
H -1.7753 1.6671 3.7471 0.043
C -3.2037 2.8094 0.4619 -0.074
C -3.5433 1.3885 0.5626 -0.310
O -3.1559 0.7054 -0.5981 -0.124
H -2.1444 3.0707 0.4821 0.075
H -3.6068 3.4319 1.2459 0.063
H -3.6063 3.2388 -0.4202 0.073
H -4.6247 1.2828 0.7355 0.126
H -2.9851 0.9490 1.4643 0.132
H -3.3910 -0.2583 -0.4815 0.085
C -5.8097 -2.4099 0.2617 -0.077
C -4.4602 -2.9877 -0.0935 -0.325
O -3.5392 -1.9443 0.1697 -0.121
H -5.8226 -2.1303 1.3234 0.057
H -6.5898 -3.2466 0.1887 0.099
H -6.0149 -1.5660 -0.4492 0.094
H -4.4714 -3.3201 -1.1373 0.107
H -4.1848 -3.8684 0.4768 0.094
H -2.6170 -2.2790 0.1312 0.039
C 1.6358 1.6721 6.4596 -0.080
C 2.8506 1.4611 5.5890 -0.280
O 2.3332 1.0708 4.2940 -0.118
H 0.8441 2.1026 5.7996 0.066
H 1.8438 2.2284 7.3523 0.070
H 1.2029 0.7031 6.6757 0.070
H 3.4658 0.5696 5.9716 0.133
H 3.4236 2.3809 5.5464 0.106
H 2.9559 1.3618 3.6565 0.000
C 0.8234 -2.4678 -3.4121 -0.081
C 1.5857 -3.5925 -3.9730 -0.307
O 1.9475 -3.4411 -5.3530 -0.113
H 0.9499 -1.5290 -4.0638 0.087
H 1.2213 -2.1929 -2.4569 0.067
H -0.2476 -2.5567 -3.3589 0.043
H 1.0154 -4.5413 -3.8283 0.119
H 2.5561 -3.6984 -3.4429 0.118
H 1.2838 -4.0031 -5.8109 0.029
C -0.8504 8.3093 0.4182 -0.106
C 0.0104 7.1261 -0.0182 -0.317
O 0.1594 7.2706 -1.4462 -0.128
H -0.6393 8.6343 1.4233 0.045
H -1.9983 8.1490 0.3673 0.099
H -0.5163 9.1572 -0.2616 0.092
H -0.5442 6.1781 0.1453 0.113
H 0.9891 7.2621 0.4065 0.095
H 0.5649 6.4564 -1.8162 0.030
C 0.4462 -5.3780 4.6549 -0.068
C 1.7350 -4.7007 4.1654 -0.284
O 1.6825 -3.2728 4.2783 -0.070
H 0.4137 -6.4247 4.3585 0.080
H -0.5273 -4.9374 4.3566 0.050
H 0.4573 -5.3233 5.7319 0.073
H 1.8315 -4.9450 3.0805 0.102
H 2.5544 -5.1987 4.6306 0.107
H 2.5788 -3.0295 4.0894 0.039
C 2.6471 6.6033 -3.7504 -0.081
C 2.0316 5.2084 -3.8799 -0.311
O 1.1924 4.9685 -2.7583 -0.143
H 1.7919 7.3073 -3.9465 0.089
H 3.4203 6.8333 -4.5087 0.077
H 3.0562 6.8139 -2.7521 0.067
H 2.7704 4.4284 -3.9360 0.078
H 1.3819 5.1935 -4.7880 0.115
H 1.2975 4.0147 -2.4605 0.057
C 4.6099 -5.8558 0.4485 -0.084
C 3.2024 -5.3969 0.2264 -0.297
O 3.1271 -4.0234 0.7245 -0.093
H 4.8822 -5.6137 1.4511 0.062
H 5.3037 -5.2707 -0.1964 0.091
H 4.6789 -6.9413 0.2003 0.097
H 2.5709 -6.1680 0.7437 0.125
H 2.9478 -5.3270 -0.7962 0.080
H 2.2055 -3.7892 0.7593 0.065
C 1.5370 0.3538 0.4876 -0.044
C 0.0539 0.2268 0.0758 -0.252
O -0.3153 1.3177 -0.7725 -0.082
H 2.2177 0.2340 -0.3080 0.055
H 1.7896 -0.3728 1.2958 0.095
H 1.7224 1.3519 0.8563 0.041
H -0.5900 0.1907 0.9510 0.100
H -0.0034 -0.7187 -0.3682 0.075
H -1.2512 1.1423 -0.9703 0.064
C -0.1117 -5.2228 -0.8243 -0.059
C -1.2580 -4.2312 -0.9078 -0.303
O -1.2256 -3.1279 -0.0175 -0.103
H -0.0744 -5.6382 0.1833 0.079
H 0.8215 -4.7919 -1.2183 0.055
H -0.3251 -6.0511 -1.4826 0.079
H -2.1323 -4.8403 -0.8580 0.094
H -1.3766 -3.7605 -1.8920 0.098
H -1.0733 -3.4096 0.9339 0.079
C 6.0147 3.7029 2.6030 -0.084
C 5.5076 2.3090 2.6605 -0.358
O 4.1500 2.2373 2.7127 -0.082
H 5.7863 4.1337 1.6025 0.063
H 7.1458 3.7271 2.6604 0.103
H 5.5229 4.2896 3.3556 0.074
H 5.8640 1.8667 3.6436 0.138
H 5.9263 1.7905 1.8005 0.116
H 3.7274 2.5064 1.9185 0.029
C 2.8854 0.0758 -8.5493 -0.090
C 3.2185 -1.1497 -7.7403 -0.320
O 2.6528 -0.8701 -6.4797 -0.132
H 3.4027 0.1148 -9.5207 0.074
H 3.1425 0.9288 -7.9587 0.060
H 1.7785 0.1592 -8.7642 0.095
H 4.2516 -1.2358 -7.5650 0.085
H 2.7223 -2.0792 -8.0841 0.124
H 2.3537 -1.7274 -6.1149 0.042
C -2.7972 -2.4786 3.9110 -0.039
C -1.3382 -2.0438 3.6469 -0.223
O -0.7553 -3.0159 2.7270 -0.142
H -3.3500 -2.4823 2.9530 0.072
H -3.2818 -1.6927 4.5636 0.077
H -2.8140 -3.4898 4.3832 0.082
H -0.7970 -2.2045 4.5424 0.089
H -1.0915 -1.0591 3.2433 0.110
H 0.1668 -3.0592 2.9673 0.046
```

## Properties
orbital gap = 9.71 eV
energy above the lowest of the compared OMol25 structures with the same formula, charge and spin = 3.2435 eV
charge = 0

4.
The following is a quantum chemistry calculation of a structure of composition C3H6F3OSr in a non-equilibrium geometry, from the OMol25 dataset.

```
14
Properties=species:S:1:pos:R:3:mulliken_spin:R:1
H 0.3774 -1.2255 0.9858 0.004
C 0.7272 -1.5009 -0.0228 -0.004
F 2.2963 -0.6471 1.2762 -0.004
F -0.1306 -2.5744 -0.0587 0.000
F 1.5701 -1.9202 -1.0099 0.001
Sr 2.9813 1.8182 2.0516 1.003
C -1.9491 0.7850 -0.0380 -0.008
O -1.0631 0.1895 -0.9543 0.005
C 0.3045 0.3715 -0.6508 0.002
H -2.9546 0.4015 -0.2482 0.000
H -1.6650 0.6267 1.0167 0.003
H -1.9190 1.8798 -0.1768 0.001
H 1.0776 0.3174 -1.4300 -0.011
H 0.3470 1.4784 -0.7408 0.008
```

## Properties
spin multiplicity = 2
orbital gap (spin up / spin down) = 5.72 / 6.73 eV
expectation value of S² = 0.7503
energy above the lowest of the compared OMol25 structures with the same formula, charge and spin = 0.0000 eV
charge = 0